Entry from OMol25: C18H18ClN3O in the gas phase (the ωB97M-V functional and the def2-TZVPD basis).

Structure (XYZ):
```
41
Properties=species:S:1:pos:R:3
C -2.5135 -4.2884 -1.7561
N -2.0172 -2.9078 -1.5456
C -0.6027 -2.7792 -1.4502
O 0.0908 -3.5102 -2.1479
C 0.1545 -1.7262 -0.7037
C 1.2406 -1.1430 -1.3513
C 2.0151 -0.2105 -0.7261
C 1.6049 0.3113 0.5349
C 2.3847 1.3277 1.1735
C 3.0358 2.1928 1.7299
C 3.6930 3.3036 2.3643
C 4.6902 3.1142 3.3851
N 5.2242 4.1780 4.0158
C 4.7525 5.4110 3.7200
C 3.6942 5.6697 2.8177
Cl 3.1502 7.3017 2.5445
C 3.2108 4.5800 2.0910
C 0.5491 -0.3224 1.1780
N -0.1217 -1.3318 0.5492
C -2.9446 -1.7610 -1.4482
C -4.1884 -2.0042 -2.2979
C -2.3312 -0.4272 -1.9950
C -3.4318 -1.5509 -0.0288
H -2.5953 -4.4966 -2.8231
H -1.8288 -5.0690 -1.3743
H -3.4757 -4.4859 -1.2476
H 1.4654 -1.5085 -2.3492
H 2.8817 0.1915 -1.2539
H 5.0666 2.1195 3.5911
H 5.1995 6.2255 4.2819
H 2.4651 4.7238 1.3042
H 0.2265 -0.0592 2.1824
H -4.8746 -1.1520 -2.2735
H -3.9197 -2.2165 -3.3508
H -4.7530 -2.8330 -1.8577
H -1.8516 -0.5727 -2.9699
H -3.0621 0.3270 -2.1731
H -1.5565 -0.0586 -1.3255
H -4.0315 -2.4482 0.3475
H -2.6230 -1.4462 0.6932
H -4.0727 -0.6676 -0.0546
```

Calculated values
LUMO energy	-0.006	Eh
spin multiplicity	1
relative energy (zero: lowest compared OMol25 entry of this formula, charge and spin)	73.0	kcal/mol
electronic energy	-1396.33148	a.u.
gap between HOMO and LUMO	8.805	eV